Record 1
A molecular structure, C21H51N2O18P3S in a non-equilibrium geometry. Source: OMol25; level of theory: ωB97M-V/def2-TZVPD.

Calculated values
Gap between HOMO and LUMO   9.0 eV
HOMO   -9.546 eV
Strongest force on any atom   6.7 eV/A
E   -3716.8787 Eh
Net charge   0
LUMO   -0.50 eV

```
96
Properties=species:S:1:pos:R:3:forces:R:3
C 4.298877 -6.150399 -3.413286 0.1 -0.1 -0.1
C 5.189869 -5.793459 -2.253376 0.0 -0.4 0.7
O 5.440748 -6.594805 -1.391364 0.1 0.2 -0.2
O 5.776433 -4.558258 -2.232892 -0.4 -0.2 -0.3
C 4.987641 -3.484002 -1.706519 -0.2 0.9 0.1
C 3.777530 -3.056050 -2.544085 0.5 -0.3 0.0
C 3.426651 -1.576634 -2.304242 -0.5 -0.2 0.0
C 2.100330 -1.404186 -1.534898 0.1 0.0 -0.3
C 0.949996 -1.049732 -2.482399 0.2 0.1 0.7
C -0.432381 -1.172818 -1.846931 -0.2 -0.2 -0.7
C -1.059952 -2.565744 -1.944485 -0.3 0.1 0.5
C -2.586048 -2.481169 -1.740745 0.5 -1.3 0.4
C -3.397095 -3.378367 -2.667690 0.4 1.0 0.0
N -3.162358 -3.017340 -4.052517 -0.4 0.1 0.1
O -3.184961 -4.803128 -2.579877 -0.5 0.1 -0.1
S -4.505292 -5.490585 -3.227265 -0.1 -0.9 -0.7
O -4.971091 -6.479628 -2.319888 -0.1 0.3 0.4
O -4.266482 -5.900932 -4.563719 0.2 0.3 -0.1
O -5.463727 -4.199430 -3.266159 0.4 -0.4 0.5
C -4.881183 -3.282126 -2.317169 -0.2 0.6 0.5
N -5.236303 -3.657949 -0.964185 0.4 0.0 0.1
H 3.821802 -7.100206 -3.195501 0.0 -0.1 0.0
H 3.537958 -5.408269 -3.627561 0.1 0.2 0.0
H 4.929930 -6.278801 -4.293634 0.0 0.1 -0.1
H 5.658488 -2.628944 -1.675392 0.3 -0.2 0.0
H 4.684634 -3.659731 -0.671081 0.1 -0.3 0.0
H 4.027944 -3.235262 -3.590781 0.0 0.1 -0.1
H 2.929031 -3.697089 -2.297674 -0.1 0.1 -0.1
H 3.307345 -1.103154 -3.280032 0.1 0.2 0.0
H 4.238217 -1.059443 -1.793959 0.1 -0.1 0.0
H 2.190022 -0.624717 -0.778009 0.0 0.0 0.1
H 1.870128 -2.339173 -1.018812 0.0 0.0 0.2
H 1.088072 -0.008938 -2.782910 0.1 0.0 -0.2
H 1.028437 -1.678302 -3.373395 -0.2 0.0 -0.1
H -1.099480 -0.487113 -2.373693 0.0 0.1 0.1
H -0.432960 -0.868211 -0.798916 0.1 0.2 0.0
H -0.820724 -3.057340 -2.887849 0.0 0.1 -0.1
H -0.682487 -3.209543 -1.148167 0.2 -0.1 -0.1
H -2.806365 -2.754071 -0.708266 -0.1 0.3 0.1
H -2.961431 -1.471073 -1.911643 0.0 0.1 0.0
H -2.530880 -3.670650 -4.490911 0.0 0.0 -0.1
H -2.816868 -2.072863 -4.139367 0.1 0.0 0.0
H -5.201427 -2.249272 -2.437683 -0.5 -0.2 -1.0
H -4.457643 -4.074748 -0.470659 0.0 -0.2 0.0
H -5.977185 -4.345432 -0.988545 -0.1 0.0 0.1
C 9.280630 -2.964734 3.120726 0.0 0.1 0.2
O 8.031932 -2.330809 2.789807 1.3 -2.6 -1.2
P 6.648985 -3.216454 2.682862 -4.5 4.4 2.1
O 5.816706 -2.223860 1.972921 0.3 -0.1 -0.4
O 6.439298 -3.285906 4.292499 0.1 -0.5 0.0
C 6.492349 -2.078779 5.048593 0.2 0.0 0.1
O 5.728759 -4.535636 2.460813 2.9 -1.4 -0.9
C 6.242429 -5.862853 2.706469 -0.1 0.0 0.2
H 10.019933 -2.178578 3.248131 0.0 0.0 0.0
H 9.197822 -3.529526 4.053410 0.0 0.0 0.0
H 9.605585 -3.627941 2.319111 0.0 0.0 0.0
H 6.238427 -1.216091 4.433836 0.0 0.0 0.0
H 7.484008 -1.942543 5.483116 0.0 0.0 0.0
H 5.767688 -2.175504 5.854409 0.0 0.0 0.0
H 6.545714 -5.969207 3.749487 0.0 0.0 0.0
H 7.080396 -6.085983 2.046784 0.0 0.0 0.0
H 5.438403 -6.560524 2.493477 0.0 0.1 0.0
C -0.836299 5.085042 -2.378232 -0.2 0.1 -0.1
O -1.596839 3.871604 -2.507873 2.4 0.4 2.0
P -2.320596 3.206559 -1.189120 -5.8 -1.8 -2.5
O -2.603866 1.855725 -1.711863 0.6 -0.1 0.1
O -3.560522 4.260532 -1.251816 0.0 0.0 0.3
C -4.272286 4.431655 -2.471761 0.1 0.2 -0.1
O -2.561111 3.006109 0.391632 3.0 1.2 0.3
C -2.147671 4.027245 1.338456 -0.1 0.1 0.0
H -0.553923 5.399815 -3.379357 0.0 -0.1 0.0
H -1.434987 5.872481 -1.912354 0.0 0.0 0.0
H 0.068094 4.918485 -1.792653 0.0 0.0 0.0
H -4.198319 3.546408 -3.103107 0.0 0.0 0.0
H -3.899017 5.301995 -3.014954 0.0 0.0 0.0
H -5.314858 4.604181 -2.211884 0.0 0.0 0.0
H -2.656744 4.968411 1.144431 -0.1 0.0 0.0
H -1.066235 4.167117 1.297922 0.0 -0.1 0.1
H -2.420607 3.678781 2.329253 -0.1 -0.1 0.0
C -5.489884 9.755126 3.379725 -0.2 0.0 0.0
O -5.276517 8.542479 2.635087 1.9 1.3 0.6
P -4.444716 7.335613 3.294396 -2.8 -3.6 0.1
O -4.052774 6.417337 2.228633 0.5 0.5 -0.2
O -5.662448 6.781449 4.211657 0.2 -0.1 0.1
C -6.841691 6.300748 3.567411 -0.1 0.1 0.0
O -3.401824 7.254486 4.492493 0.5 2.3 -0.5
C -3.434855 8.235797 5.548911 0.0 -0.1 0.2
H -6.164199 10.376885 2.798626 0.0 -0.1 -0.1
H -5.947832 9.539672 4.347974 0.0 0.0 0.0
H -4.552125 10.290862 3.526949 0.0 0.0 -0.1
H -6.630789 5.962578 2.553187 0.0 0.0 0.0
H -7.604261 7.080942 3.543943 0.0 0.0 0.0
H -7.214286 5.464397 4.154406 0.0 0.0 0.0
H -4.397080 8.209592 6.060951 0.0 0.0 0.0
H -3.245817 9.236446 5.160128 0.0 0.0 0.0
H -2.647936 7.977458 6.250487 0.0 -0.1 0.0
```
Forces are in eV/Å.

=====

Record 2
4 unconnected molecules or ions with the total composition C21H52BrN3O2 in a non-equilibrium geometry. Source: OMol25; level of theory: ωB97M-V/def2-TZVPD.

Calculated values
Gap between HOMO and LUMO   8.4 eV
HOMO   -12.403 eV
Strongest force on any atom   1.2 eV/A
Relative energy (zero: lowest compared OMol25 entry of this formula, charge and spin)   0.0 kcal/mol
E   -3719.5824 Eh
Net charge   +2
LUMO   -3.99 eV

```
79
Properties=species:S:1:pos:R:3:forces:R:3
Br -0.120093 2.105695 -1.510120 0.4 0.0 0.0
C 2.326794 5.813640 -1.277999 -0.3 0.0 -0.3
N 3.265709 4.921152 -2.031646 0.3 0.6 0.2
C 4.407234 5.768649 -2.494249 0.4 0.0 0.4
C 3.757643 3.839267 -1.109162 -0.9 0.4 -0.2
C 2.485907 4.351704 -3.172176 0.0 -1.0 -0.1
C 3.070572 3.105142 -3.818146 0.1 -0.1 -0.4
O 4.462564 3.273386 -4.061278 0.0 -0.1 0.2
H 1.554493 5.193571 -0.826348 0.1 0.0 0.2
H 1.843166 6.481977 -1.989416 0.1 0.0 0.0
H 2.885188 6.416730 -0.570124 0.0 -0.2 0.2
H 4.844839 6.254553 -1.621831 -0.1 0.0 0.0
H 4.033430 6.520008 -3.181184 0.0 0.0 -0.1
H 5.170677 5.141578 -2.932570 -0.1 0.0 -0.3
H 2.894351 3.202834 -0.901371 0.1 -0.1 0.0
H 4.042998 4.332002 -0.185523 0.4 -0.1 0.0
H 4.550678 3.314060 -1.622437 0.2 -0.1 0.2
H 2.338136 5.103488 -3.941670 0.0 0.3 0.3
H 1.556422 4.026559 -2.707621 -0.4 0.1 -0.3
H 2.553717 2.979936 -4.775479 -0.2 0.0 0.1
H 2.845701 2.208543 -3.231675 0.2 0.1 0.2
H 4.824281 2.439714 -4.377763 0.0 0.1 -0.1
C -0.075020 -3.212130 -3.915744 -0.5 0.6 -0.1
N 1.387128 -3.188758 -4.171699 0.4 -0.2 -0.2
C 1.902334 -4.586989 -4.060638 0.2 -0.1 -0.3
C 1.635727 -2.714197 -5.571714 0.1 -0.5 0.2
C 2.179169 -2.355032 -3.187327 -0.3 0.2 0.3
C 1.695835 -0.937549 -2.968304 -0.2 0.4 -0.7
O 0.507624 -0.974382 -2.237884 0.0 -0.2 0.2
H -0.514350 -4.005892 -4.513368 0.0 -0.1 0.1
H -0.511825 -2.267124 -4.229843 0.1 0.0 0.0
H -0.268084 -3.301604 -2.854069 0.1 -0.3 0.1
H 2.975053 -4.583857 -4.246012 0.0 0.0 0.1
H 1.431518 -5.201734 -4.824543 -0.1 0.0 0.1
H 1.688287 -4.979952 -3.072431 0.0 0.0 0.1
H 2.695276 -2.841517 -5.782223 0.0 0.3 0.0
H 1.308772 -1.687763 -5.646263 0.0 0.1 -0.2
H 1.094321 -3.372253 -6.246831 -0.2 0.2 0.0
H 3.201463 -2.370793 -3.554527 0.1 0.0 0.1
H 2.102664 -2.859867 -2.223391 0.1 -0.1 -0.1
H 1.554216 -0.420092 -3.933848 0.0 -0.1 0.1
H 2.489127 -0.362099 -2.475354 0.0 -0.2 0.2
H 0.246282 -0.055496 -1.988255 0.0 0.2 -0.1
C -3.774758 -4.518569 5.972241 0.1 -0.1 0.2
C -3.719293 -3.876873 4.598219 0.0 0.6 -0.3
C -3.167019 -2.436460 4.666932 -0.1 -0.4 -0.1
C -2.920783 -1.898992 3.280732 0.2 -0.2 -0.7
N -2.175667 -0.593076 3.216472 -0.2 0.3 -0.4
C -2.171135 -0.106996 1.782903 0.2 0.6 -0.2
C -0.908618 -0.619442 1.121302 0.2 -0.4 0.0
C 0.062682 -0.997041 2.265983 -0.7 -0.2 -0.2
C -0.728447 -0.808604 3.570086 0.6 0.3 -0.1
C -2.771700 0.470491 4.095898 -0.4 -0.7 0.9
C -4.206535 0.833753 3.757313 0.2 0.5 -0.6
C -4.868935 1.587048 4.907733 0.3 -0.2 0.0
H -4.401712 -3.942898 6.655116 0.0 0.0 -0.1
H -2.781530 -4.577920 6.424869 0.0 0.1 -0.1
H -4.157700 -5.537853 5.944890 -0.1 0.1 -0.1
H -4.712916 -3.813024 4.142061 0.0 -0.2 0.1
H -3.116027 -4.454578 3.891401 0.1 -0.1 0.2
H -2.242929 -2.425278 5.250092 -0.1 0.0 0.1
H -3.902189 -1.801769 5.166272 0.1 0.0 0.2
H -3.842597 -1.778880 2.714866 -0.1 0.1 0.2
H -2.317241 -2.569116 2.657464 0.0 -0.1 0.3
H -2.153443 0.981819 1.831542 0.1 0.0 0.0
H -3.084703 -0.382179 1.264957 -0.1 -0.1 0.2
H -0.501027 0.159300 0.482141 0.0 0.0 -0.1
H -1.099383 -1.481329 0.481301 -0.1 0.0 0.1
H 0.950299 -0.375085 2.228412 0.1 0.0 0.2
H 0.347363 -2.043873 2.187402 0.2 0.1 -0.1
H -0.388930 0.072374 4.109449 0.0 0.0 0.1
H -0.646205 -1.673426 4.217472 -0.1 0.1 0.2
H -2.085715 1.313690 4.089285 -0.1 0.1 -0.2
H -2.763910 0.060549 5.111033 0.2 0.1 -0.1
H -4.779232 -0.055362 3.495116 0.0 -0.1 0.2
H -4.200712 1.461006 2.858388 -0.1 -0.1 0.1
H -4.368004 2.535968 5.097897 0.0 0.0 0.0
H -4.808882 0.985802 5.818378 -0.1 0.1 0.0
H -5.912359 1.791677 4.688436 -0.1 0.0 0.0
```
Forces are in eV/Å.

=====

Record 3
3 unconnected molecules or ions with the total composition C21H52N5O3S in a non-equilibrium geometry. Source: OMol25; level of theory: ωB97M-V/def2-TZVPD.

Calculated values
Gap between HOMO and LUMO   3.6 eV
HOMO   -9.547 eV
Strongest force on any atom   8.3 eV/A
E   -1728.4380 Eh
Net charge   +1
LUMO   -5.99 eV

```
82
Properties=species:S:1:pos:R:3:forces:R:3
C 0.256921 2.501424 2.192806 -0.3 0.0 1.1
O 1.708949 2.529702 1.961656 -1.6 0.0 -1.3
C 2.070465 2.270490 0.565049 -0.3 -1.4 -0.8
C 2.482250 3.568185 -0.329579 0.5 -0.3 -0.8
C 2.797689 4.946933 0.478413 0.8 1.5 -0.8
C 1.858481 6.238916 -0.016747 -0.3 -0.6 0.2
C 0.289543 5.787860 0.167392 0.1 0.7 0.2
C -0.768989 7.046597 0.053439 1.6 0.9 -0.3
N -2.146536 6.469783 -0.201565 -0.7 -4.2 5.3
C -2.734326 5.817753 1.046047 0.1 0.1 -3.7
N -2.478402 6.195801 2.343163 0.5 0.5 0.5
N -3.711834 4.673468 0.821185 1.8 2.6 -0.2
S -5.279561 5.318111 0.358796 -5.5 6.2 1.0
C -6.158096 3.901106 -0.572089 0.6 -1.5 0.2
O -5.196538 6.609093 -0.516114 1.2 -5.4 2.3
O -6.119709 5.724888 1.630967 3.6 -2.8 -4.1
H -0.358898 3.191156 1.473771 1.2 -1.2 1.0
H -0.181256 1.409676 2.137135 0.9 2.0 0.0
H 0.094367 2.898702 3.305000 0.4 -0.9 -2.4
H 1.147349 1.709119 0.057682 2.0 1.2 0.9
H 2.959215 1.491879 0.541180 -1.8 1.7 0.3
H 1.662682 3.692411 -1.187476 1.7 0.0 2.0
H 3.480843 3.277544 -0.915970 -2.3 0.6 1.3
H 2.747952 4.891038 1.643342 -0.1 -0.3 -2.2
H 3.912520 5.277555 0.208068 -2.4 -0.8 0.7
H 2.019813 6.497400 -1.153013 -0.2 -0.6 2.2
H 2.147469 7.200405 0.622476 -0.8 -2.1 -1.3
H 0.007432 5.025644 -0.703088 0.6 1.4 2.0
H 0.184499 5.291856 1.242844 0.0 0.9 -2.4
H -0.442982 7.714143 -0.877812 -1.0 -1.4 2.0
H -0.802861 7.736410 1.005926 0.1 -1.5 -2.0
H -2.074736 5.709457 -0.935745 -0.8 1.3 0.7
H -2.945859 7.029661 2.809885 0.8 -1.5 -1.2
H -1.822848 5.627491 2.946779 -1.2 0.9 -1.1
H -3.771605 4.033710 1.645095 -0.2 1.1 -0.5
H -5.333636 3.114920 -0.913774 -1.7 1.9 0.6
H -6.825338 3.371232 0.233042 1.2 1.3 -1.6
H -6.759574 4.322846 -1.485996 1.3 -0.5 2.0
C 3.215564 -1.367296 2.062592 0.1 -0.1 0.0
C 2.858831 -2.033102 0.736133 0.3 0.0 0.0
N 3.995834 -2.181823 -0.176260 0.0 0.2 -0.4
C 3.600577 -2.548303 -1.540512 -0.1 0.2 0.1
C 2.934523 -3.907790 -1.739534 0.0 -0.2 -0.2
C 5.161589 -2.895059 0.348606 0.1 0.3 0.3
C 4.952867 -4.320531 0.849314 0.2 -0.3 0.1
H 3.699053 -0.398184 1.901058 0.0 -0.2 0.0
H 2.305450 -1.193860 2.646762 0.1 0.0 -0.1
H 3.876702 -1.992081 2.669045 0.0 0.1 0.0
H 2.101552 -1.401140 0.257526 0.1 -0.1 -0.2
H 2.377507 -2.995608 0.941693 -0.2 -0.1 0.1
H 4.473293 -2.483876 -2.201959 0.0 0.0 0.3
H 2.912585 -1.778675 -1.911695 0.0 0.0 0.2
H 3.655060 -4.724226 -1.669140 -0.1 0.0 0.1
H 2.496662 -3.956738 -2.742748 0.0 0.0 0.1
H 2.126803 -4.085556 -1.025476 0.1 0.0 0.0
H 5.583207 -2.305145 1.171487 -0.2 0.0 -0.1
H 5.958167 -2.901293 -0.407222 -0.3 0.1 -0.1
H 4.062952 -4.420382 1.476245 0.0 0.0 -0.1
H 5.812368 -4.624169 1.457387 -0.1 0.0 -0.1
H 4.881426 -5.032346 0.025614 -0.1 0.0 0.1
C -0.910486 -3.332445 -0.279099 0.0 0.0 0.0
C -2.193715 -4.156769 -0.341248 0.1 -0.1 -0.3
N -2.459723 -4.739559 -1.659182 -0.3 0.1 -0.2
C -3.817856 -5.277676 -1.791925 0.0 0.2 0.0
C -4.194787 -6.464120 -0.907777 -0.2 -0.2 0.0
C -1.399471 -5.574256 -2.226918 0.2 0.3 0.0
C -0.941630 -6.783890 -1.418580 0.2 -0.3 0.0
H -0.905488 -2.550388 -1.045517 0.0 -0.2 0.0
H -0.830833 -2.843863 0.697929 0.0 -0.1 -0.1
H -0.019275 -3.952909 -0.405645 -0.1 0.1 0.0
H -3.017270 -3.481853 -0.080177 -0.1 -0.2 -0.2
H -2.159382 -4.924057 0.440056 0.0 0.0 0.2
H -4.001869 -5.546912 -2.839277 0.2 0.0 0.1
H -4.525381 -4.465269 -1.584943 0.2 0.1 0.1
H -3.733882 -7.389660 -1.256547 0.0 0.1 0.1
H -5.279228 -6.616594 -0.943762 0.1 0.0 0.0
H -3.925236 -6.306782 0.139352 0.0 0.0 -0.1
H -0.524504 -4.939316 -2.411784 -0.1 0.1 0.1
H -1.696485 -5.912938 -3.228381 -0.2 0.2 0.2
H -0.793248 -6.551574 -0.360764 0.0 0.0 -0.1
H 0.017591 -7.142537 -1.808398 -0.1 0.0 0.0
H -1.645266 -7.613816 -1.498498 0.1 0.1 0.1
```
Forces are in eV/Å.